{
  "formula": "C19H37ClF2O5P",
  "method": "ωB97M-V with the def2-TZVPD basis set",
  "multiplicity": 1,
  "gap_ev": 6.652,
  "total_charge": -1,
  "lumo_energy_ev": 2.05,
  "e_homo_ev": -4.6,
  "energy_ha": -2123.6698,
  "symbols": ["C", "C", "C", "C", "C", "C", "C", "C", "C", "C", "C", "C", "C", "Cl", "O", "P", "O", "C", "C", "C", "F", "H", "H", "H", "H", "H", "H", "H", "H", "H", "H", "H", "H", "H", "H", "H", "H", "H", "H", "H", "H", "H", "H", "H", "H", "H", "H", "H", "H", "H", "H", "H", "H", "H", "H", "C", "C", "O", "C", "O", "O", "F", "H", "H", "H"],
  "xyz": [[-1.476, -0.765, 4.669], [-0.050, -1.292, 4.492], [0.558, -1.036, 3.108], [-0.349, -1.375, 1.929], [0.213, -0.859, 0.611], [-0.569, -1.324, -0.619], [-2.077, -1.030, -0.594], [-2.426, 0.433, -0.300], [-1.967, 1.402, -1.407], [-1.125, 2.557, -0.878], [-0.673, 3.544, -1.958], [0.559, 3.130, -2.758], [1.992, 3.214, -2.201], [2.099, 5.023, -1.476], [2.854, 3.095, -3.187], [4.334, 2.066, -2.852], [3.317, 1.320, -1.606], [2.345, 2.142, -1.073], [2.756, 2.679, 0.305], [1.635, 3.241, 1.158], [3.280, 1.582, 1.021], [-1.699, -0.559, 5.718], [-1.620, 0.171, 4.120], [-2.229, -1.466, 4.303], [-0.036, -2.370, 4.689], [0.595, -0.838, 5.249], [0.876, 0.011, 3.038], [1.474, -1.630, 3.014], [-0.484, -2.463, 1.856], [-1.351, -0.972, 2.103], [0.261, 0.235, 0.631], [1.252, -1.188, 0.510], [-0.122, -0.873, -1.510], [-0.426, -2.405, -0.720], [-2.566, -1.689, 0.132], [-2.494, -1.284, -1.578], [-1.945, 0.729, 0.639], [-3.502, 0.522, -0.126], [-1.368, 0.851, -2.140], [-2.830, 1.784, -1.964], [-1.663, 3.070, -0.073], [-0.240, 2.121, -0.411], [-1.488, 3.652, -2.686], [-0.515, 4.537, -1.531], [0.609, 3.731, -3.670], [0.471, 2.083, -3.082], [5.433, 1.195, -2.561], [3.780, 1.137, -3.803], [5.041, 2.760, -3.894], [4.749, 3.047, -1.879], [1.423, 1.560, -0.918], [3.569, 3.399, 0.180], [0.716, 2.658, 1.050], [1.942, 3.203, 2.206], [1.424, 4.275, 0.892], [-1.368, -5.716, -0.914], [-2.807, -6.200, -0.981], [-3.314, -5.861, 0.287], [-2.532, -4.883, 0.838], [-2.799, -4.288, 1.825], [-1.434, -4.692, 0.074], [-2.883, -7.546, -1.145], [-0.729, -6.527, -0.561], [-0.986, -5.299, -1.840], [-3.419, -5.729, -1.752]],
  "atomic_forces_ev_per_a": [[-0.057, 0.178, -0.026], [-0.025, -0.157, -0.039], [0.048, -0.049, 0.031], [-0.059, -0.134, 0.033], [-0.036, 0.026, -0.053], [0.041, 0.011, -0.051], [0.012, 0.034, -0.033], [0.196, -0.037, 0.031], [-0.036, -0.135, -0.111], [0.111, -0.062, -0.003], [-0.066, 0.039, 0.044], [0.233, -0.065, -0.238], [-0.195, -0.457, 0.222], [0.139, 0.272, -0.046], [-0.239, 0.288, -0.101], [0.086, -0.131, 0.102], [-0.014, -0.082, 0.042], [-0.128, 0.210, -0.213], [0.076, 0.078, -0.058], [-0.029, 0.028, 0.111], [-0.052, 0.016, -0.011], [0.008, -0.081, -0.022], [0.048, -0.015, 0.075], [0.078, 0.007, -0.036], [-0.052, 0.041, 0.038], [0.039, -0.018, -0.049], [-0.118, -0.004, -0.037], [0.033, 0.124, 0.020], [0.013, 0.043, 0.086], [0.054, 0.049, -0.079], [0.001, -0.051, 0.073], [-0.024, 0.044, -0.034], [0.023, 0.000, 0.049], [-0.058, 0.024, -0.051], [0.023, 0.080, 0.022], [-0.007, -0.080, 0.060], [-0.069, -0.031, -0.005], [0.014, 0.011, -0.049], [-0.038, 0.035, -0.003], [0.033, 0.035, 0.081], [-0.059, 0.036, -0.103], [-0.315, 0.085, -0.030], [-0.016, 0.040, 0.086], [0.079, -0.085, 0.002], [-0.064, -0.047, 0.003], [-0.025, 0.082, -0.009], [0.039, 0.011, 0.077], [-0.038, 0.011, 0.001], [-0.002, 0.000, -0.024], [-0.022, 0.010, -0.017], [0.237, -0.113, -0.050], [-0.028, -0.132, 0.118], [0.245, 0.071, 0.176], [0.017, 0.020, -0.029], [-0.048, -0.092, -0.004], [-0.006, -0.034, 0.000], [-0.024, 0.128, 0.003], [-0.074, 0.111, -0.047], [-0.008, 0.022, 0.023], [0.038, -0.090, -0.078], [0.036, 0.008, 0.193], [0.045, -0.077, 0.030], [0.020, 0.003, -0.061], [-0.031, 0.032, -0.005], [-0.003, -0.081, -0.027]]
}

---

{
  "formula": "C18H23AsF3NO9SV",
  "method": "ωB97M-V with the def2-TZVPD basis set",
  "multiplicity": 1,
  "gap_ev": 6.031,
  "total_charge": 3,
  "lumo_energy_ev": -12.88,
  "e_homo_ev": -18.9,
  "energy_ha": -5308.0623,
  "symbols": ["V", "C", "O", "C", "C", "O", "C", "C", "O", "C", "H", "H", "H", "H", "H", "H", "H", "H", "H", "H", "H", "H", "H", "H", "O", "As", "O", "O", "C", "C", "C", "C", "C", "C", "S", "O", "O", "O", "H", "H", "H", "H", "H", "F", "C", "F", "F", "C", "C", "C", "N", "C", "C", "H", "H", "H", "H"],
  "xyz": [[-0.021, 0.051, -0.427], [1.740, 1.970, -2.034], [1.027, 0.663, -1.882], [1.181, -0.251, -3.042], [0.373, -1.506, -2.739], [0.404, -1.713, -1.288], [1.222, -2.878, -0.858], [2.703, -2.587, -1.039], [2.989, -1.277, -0.591], [4.385, -1.113, -0.282], [1.377, 2.411, -2.958], [2.799, 1.723, -2.055], [1.452, 2.568, -1.174], [2.250, -0.436, -3.133], [0.782, 0.268, -3.915], [0.808, -2.380, -3.219], [-0.671, -1.414, -3.030], [0.883, -3.712, -1.471], [0.928, -3.053, 0.172], [3.009, -2.715, -2.084], [3.250, -3.335, -0.453], [5.005, -1.427, -1.124], [4.647, -1.695, 0.603], [4.555, -0.055, -0.094], [-2.446, 2.160, 2.303], [-2.276, 1.209, 0.917], [-1.794, -0.361, 1.099], [-0.358, 1.471, 0.325], [-3.679, 1.682, -0.244], [-4.875, 1.978, 0.384], [-6.026, 2.084, -0.414], [-5.964, 1.902, -1.776], [-4.741, 1.625, -2.414], [-3.611, 1.525, -1.643], [-2.022, 1.422, -2.344], [-1.523, 0.093, -1.423], [-1.946, 1.008, -3.691], [-1.273, 2.531, -1.848], [-2.091, 1.764, 3.120], [-4.947, 2.118, 1.456], [-6.970, 2.314, 0.061], [-6.862, 1.991, -2.372], [-4.685, 1.518, -3.490], [1.021, -0.070, 6.187], [2.042, -0.587, 5.495], [2.265, -1.829, 5.914], [3.125, 0.153, 5.702], [1.667, -0.593, 4.017], [2.137, 0.394, 3.157], [1.724, 0.343, 1.846], [0.840, -0.559, 1.390], [0.379, -1.506, 2.224], [0.806, -1.569, 3.536], [2.827, 1.159, 3.487], [2.096, 1.073, 1.136], [-0.359, -2.194, 1.836], [0.443, -2.359, 4.181]],
  "atomic_forces_ev_per_a": [[-1.540, 0.876, 0.850], [-0.214, -0.320, 0.026], [0.100, -0.161, 0.013], [0.077, 0.052, 0.061], [0.063, -0.112, 0.180], [0.264, -0.237, -0.191], [-0.105, 0.220, -0.119], [-0.057, -0.052, 0.080], [-0.192, -0.052, 0.003], [-0.011, 0.047, -0.033], [0.089, 0.059, 0.035], [-0.009, 0.127, -0.020], [0.073, 0.039, -0.067], [-0.030, 0.028, 0.006], [0.107, -0.013, 0.023], [0.000, 0.090, -0.085], [0.061, 0.002, 0.035], [0.102, -0.083, 0.103], [0.133, 0.053, 0.005], [-0.009, 0.028, -0.008], [-0.038, -0.035, -0.042], [0.006, -0.003, -0.002], [0.021, -0.003, -0.021], [-0.017, -0.032, 0.023], [0.092, -0.125, -0.019], [0.069, -0.839, 0.265], [0.061, 0.293, -0.225], [0.313, 0.353, -0.390], [0.047, 0.236, -0.237], [-0.151, 0.028, -0.083], [0.048, 0.030, 0.214], [0.082, -0.043, -0.176], [-0.096, 0.080, 0.054], [-0.185, -0.026, 0.048], [0.248, -0.311, 0.414], [0.564, 0.131, -0.246], [-0.204, -0.149, -0.039], [0.104, -0.029, -0.097], [0.003, 0.101, 0.055], [0.016, -0.007, -0.026], [0.014, 0.002, 0.008], [0.007, -0.018, -0.014], [0.004, 0.007, -0.011], [0.058, -0.026, -0.034], [0.050, -0.019, 0.033], [-0.020, 0.091, -0.015], [-0.068, -0.043, 0.001], [-0.022, 0.035, -0.029], [0.102, -0.376, 0.027], [0.197, 0.353, -0.227], [-0.169, -0.150, -0.112], [0.041, -0.041, -0.031], [-0.052, -0.084, -0.023], [-0.006, -0.013, -0.008], [-0.023, 0.024, 0.023], [0.012, 0.009, 0.050], [-0.010, 0.005, -0.007]]
}